{"formula": "C13H48B2F3HgN2O7S", "method": "ωB97M-V/def2-TZVPD", "homo_lumo_gap_ev": [3.91, 9.01], "mol_weight_da": 655.8, "spin_multiplicity": 2, "homo_ev": [-4.13, -9.30], "e_lumo_ev": [-0.2, -0.3], "symbols": ["Hg", "N", "H", "H", "H", "H", "N", "H", "H", "H", "H", "B", "H", "H", "H", "H", "B", "H", "H", "H", "H", "C", "F", "F", "F", "S", "O", "O", "O", "C", "C", "C", "O", "H", "H", "H", "H", "H", "H", "H", "H", "C", "C", "C", "O", "H", "H", "H", "H", "H", "H", "H", "H", "C", "C", "C", "O", "H", "H", "H", "H", "H", "H", "H", "H", "C", "C", "C", "O", "H", "H", "H", "H", "H", "H", "H", "H"], "coordinates": [[-0.91, -1.66, -0.10], [-2.38, 1.09, -2.84], [-2.01, 1.92, -2.40], [-2.72, 0.42, -2.17], [-1.69, 0.68, -3.45], [-3.13, 1.31, -3.48], [2.16, -0.11, -2.80], [1.37, -0.27, -3.41], [2.59, 0.74, -3.14], [2.84, -0.85, -2.78], [1.76, 0.08, -1.89], [0.35, 0.32, -0.42], [-0.25, 0.00, -1.26], [0.88, -0.59, -0.18], [1.10, 1.04, -0.73], [-0.31, 0.75, 0.31], [-3.14, -0.57, -0.58], [-2.49, 0.26, -0.38], [-2.73, -0.98, -1.49], [-3.03, -1.28, 0.22], [-4.20, -0.34, -0.61], [3.03, -3.05, 2.03], [3.01, -1.73, 2.02], [4.26, -3.54, 2.25], [2.19, -3.41, 3.04], [2.38, -3.58, 0.36], [2.34, -5.06, 0.38], [1.05, -2.94, 0.23], [3.31, -3.01, -0.62], [-0.86, 5.12, -2.60], [-0.04, 3.88, -2.05], [0.99, 4.37, -1.09], [-1.03, 3.01, -1.41], [-0.17, 5.71, -3.20], [-1.21, 5.74, -1.78], [-1.79, 4.88, -3.13], [0.46, 3.39, -2.89], [1.61, 5.25, -1.25], [1.73, 3.60, -0.88], [0.62, 4.60, -0.09], [-0.54, 2.36, -0.90], [-0.30, -1.12, 4.43], [-1.43, -1.60, 3.53], [-2.73, -0.88, 3.73], [-0.94, -1.22, 2.22], [0.70, -1.28, 4.05], [-0.32, -1.74, 5.33], [-0.35, -0.08, 4.75], [-1.61, -2.67, 3.48], [-3.38, -0.97, 2.86], [-2.53, 0.18, 3.87], [-3.16, -1.20, 4.68], [-0.47, -0.39, 2.36], [-2.53, -3.66, -2.96], [-1.06, -3.65, -2.50], [-0.18, -4.28, -3.62], [-0.64, -2.35, -2.20], [-2.91, -4.65, -3.20], [-2.59, -2.98, -3.81], [-3.17, -3.26, -2.18], [-1.07, -4.30, -1.63], [0.84, -4.36, -3.25], [-0.27, -3.65, -4.50], [-0.45, -5.29, -3.93], [-0.56, -1.78, -2.96], [2.70, 3.14, 2.16], [2.18, 1.93, 3.02], [1.96, 2.33, 4.45], [0.95, 1.49, 2.40], [1.90, 3.84, 1.94], [3.00, 2.78, 1.17], [3.45, 3.81, 2.56], [2.86, 1.09, 2.91], [1.57, 1.49, 5.02], [1.39, 3.24, 4.63], [2.93, 2.67, 4.82], [0.79, 1.82, 1.51]], "lowdin_spin": [0.022, 0.057, 0.005, 0.005, 0.117, 0.013, 0.122, 0.158, 0.042, 0.020, 0.013, 0.050, 0.021, 0.001, 0.006, 0.001, 0.013, 0.001, 0.004, 0.001, 0.001, 0.001, 0.000, 0.000, 0.000, 0.006, 0.000, 0.006, 0.007, 0.003, 0.017, 0.003, 0.011, 0.000, 0.000, 0.002, 0.026, 0.000, 0.003, 0.000, 0.000, 0.000, 0.000, 0.000, 0.003, 0.000, 0.000, 0.000, 0.000, 0.000, 0.000, 0.000, 0.000, 0.007, 0.008, 0.014, 0.087, 0.000, 0.010, 0.000, 0.002, 0.001, 0.018, 0.001, 0.087, 0.000, 0.000, 0.000, 0.001, 0.000, 0.001, 0.000, 0.000, 0.000, 0.000, 0.000, 0.000]}

***

{"formula": "C8H14", "method": "ωB97M-V/def2-TZVPD", "homo_lumo_gap_ev": 9.48, "mol_weight_da": 110.2, "spin_multiplicity": 1, "homo_ev": -8.67, "e_lumo_ev": 0.8, "de_lowest_kcal_mol": 151.3, "symbols": ["C", "C", "C", "C", "C", "C", "C", "C", "H", "H", "H", "H", "H", "H", "H", "H", "H", "H", "H", "H", "H", "H"], "coordinates": [[2.48, 1.47, -0.71], [1.02, 0.95, -0.47], [0.92, 0.04, 0.70], [1.31, 0.40, 1.92], [0.42, -1.33, 0.51], [-1.02, -1.18, -0.28], [-1.75, 0.02, -0.67], [-3.26, -0.41, -0.91], [3.26, 0.70, -0.46], [2.64, 1.85, -1.76], [2.61, 2.37, -0.05], [0.50, 0.30, -1.28], [0.25, 1.71, -0.29], [1.02, -0.07, 2.92], [1.85, 1.34, 1.93], [0.11, -1.76, 1.48], [1.01, -1.92, -0.29], [-1.28, -2.25, -0.52], [-1.49, -0.18, 0.77], [-3.75, 0.00, -1.82], [-3.41, -1.59, -1.05], [-4.00, -0.24, -0.12]], "lowdin_charge": [-0.096, -0.248, -0.459, 0.044, -0.153, -0.161, -0.116, -0.176, 0.083, 0.074, 0.073, 0.102, 0.104, 0.092, 0.056, 0.111, 0.150, 0.098, 0.241, 0.052, 0.083, 0.046]}

***

{"formula": "C20H25N5OS", "method": "ωB97M-V/def2-TZVPD", "homo_lumo_gap_ev": 7.77, "mol_weight_da": 383.5, "spin_multiplicity": 1, "homo_ev": -7.95, "smiles": "COCCNC(=S)N1CCCN(c2nc3cc(C)ccc3cc2C#N)CC1", "e_lumo_ev": -0.2, "de_lowest_kcal_mol": 0.0, "symbols": ["C", "O", "C", "C", "N", "C", "S", "N", "C", "C", "C", "N", "C", "N", "C", "C", "C", "C", "C", "C", "C", "C", "C", "C", "N", "C", "C", "H", "H", "H", "H", "H", "H", "H", "H", "H", "H", "H", "H", "H", "H", "H", "H", "H", "H", "H", "H", "H", "H", "H", "H", "H"], "coordinates": [[-4.16, -1.50, 2.02], [-3.78, -2.09, 0.80], [-4.80, -2.17, -0.16], [-5.15, -0.81, -0.79], [-3.96, -0.15, -1.27], [-3.41, 0.93, -0.67], [-4.29, 1.84, 0.41], [-2.15, 1.27, -1.03], [-1.22, 0.33, -1.63], [-0.82, -0.81, -0.68], [-0.59, -0.30, 0.75], [0.04, 1.01, 0.78], [1.36, 1.07, 0.49], [1.98, -0.09, 0.38], [3.30, -0.17, 0.18], [3.91, -1.44, 0.10], [5.26, -1.56, -0.09], [5.92, -2.90, -0.18], [6.05, -0.40, -0.20], [5.50, 0.85, -0.13], [4.11, 0.99, 0.06], [3.46, 2.23, 0.11], [2.09, 2.30, 0.31], [1.53, 3.59, 0.23], [1.18, 4.68, 0.10], [-0.85, 2.13, 0.89], [-1.54, 2.45, -0.44], [-4.36, -0.43, 1.92], [-5.06, -1.98, 2.43], [-3.33, -1.65, 2.71], [-5.71, -2.60, 0.27], [-4.42, -2.85, -0.93], [-5.84, -0.97, -1.62], [-5.62, -0.14, -0.07], [-3.38, -0.72, -1.86], [-0.33, 0.90, -1.90], [-1.64, -0.07, -2.56], [0.10, -1.26, -1.06], [-1.59, -1.58, -0.63], [-1.54, -0.22, 1.27], [0.05, -1.01, 1.28], [3.27, -2.30, 0.19], [5.19, -3.70, -0.07], [6.67, -3.00, 0.60], [6.42, -3.01, -1.14], [7.12, -0.51, -0.35], [6.11, 1.73, -0.22], [4.02, 3.15, -0.03], [-1.63, 1.87, 1.62], [-0.33, 3.01, 1.26], [-2.32, 3.20, -0.27], [-0.82, 2.86, -1.15]], "lowdin_charge": [-0.108, -0.206, -0.212, -0.195, 0.014, -0.777, 0.704, -0.114, -0.139, -0.131, -0.137, -0.055, -0.228, 0.167, -0.206, 0.027, -0.270, -0.049, -0.048, -0.026, -0.156, 0.056, -0.118, -0.229, 0.181, -0.135, -0.177, 0.037, 0.091, 0.090, 0.123, 0.122, 0.124, 0.056, 0.122, 0.124, 0.119, 0.103, 0.095, 0.112, 0.121, 0.117, 0.075, 0.085, 0.085, 0.112, 0.115, 0.135, 0.108, 0.103, 0.077, 0.118]}

***

{"formula": "C43H32Cl5OP2Tb", "method": "ωB97M-V/def2-TZVPD", "homo_lumo_gap_ev": [7.10, 3.61], "mol_weight_da": 962.9, "charge": 2, "spin_multiplicity": 7, "homo_ev": [-13.45, -13.40], "e_lumo_ev": [-6.3, -9.8], "symbols": ["Tb", "P", "C", "O", "P", "C", "C", "C", "C", "C", "C", "C", "C", "C", "C", "C", "H", "H", "H", "H", "H", "C", "C", "C", "C", "C", "H", "H", "H", "H", "H", "C", "C", "C", "C", "C", "H", "H", "H", "H", "H", "C", "C", "C", "C", "C", "H", "H", "H", "H", "H", "C", "C", "C", "C", "C", "H", "H", "H", "H", "H", "C", "C", "C", "C", "C", "H", "H", "H", "H", "H", "H", "H", "Cl", "C", "C", "C", "Cl", "C", "Cl", "C", "Cl", "C", "Cl"], "coordinates": [[0.13, -0.08, -0.01], [-0.83, -2.54, -0.13], [-0.83, 0.01, 2.46], [-1.34, -0.12, 3.50], [-0.46, 2.50, -0.17], [-0.66, -3.35, 1.47], [0.52, -3.27, -1.13], [-2.38, -3.02, -0.85], [-2.04, 3.27, -0.35], [0.35, 3.28, 1.26], [0.62, 2.96, -1.56], [-1.74, -4.08, 2.00], [-1.61, -4.72, 3.23], [-0.41, -4.60, 3.95], [0.65, -3.81, 3.46], [0.51, -3.17, 2.23], [-2.66, -4.15, 1.44], [-2.43, -5.34, 3.61], [-0.30, -5.12, 4.90], [1.58, -3.72, 4.03], [1.32, -2.53, 1.87], [-3.57, -2.46, -0.35], [-4.80, -2.84, -0.89], [-4.82, -3.76, -1.96], [-3.63, -4.27, -2.50], [-2.40, -3.87, -1.96], [-3.51, -1.71, 0.44], [-5.74, -2.43, -0.47], [-5.78, -4.08, -2.36], [-3.65, -4.99, -3.33], [-1.47, -4.23, -2.38], [1.00, -4.54, -0.80], [1.99, -5.15, -1.59], [2.52, -4.44, -2.70], [2.07, -3.15, -2.99], [1.06, -2.58, -2.22], [0.60, -5.06, 0.06], [2.33, -6.16, -1.36], [3.28, -4.91, -3.33], [2.51, -2.60, -3.85], [0.66, -1.60, -2.46], [1.75, 3.45, 1.28], [2.39, 4.03, 2.38], [1.63, 4.40, 3.50], [0.25, 4.13, 3.54], [-0.38, 3.54, 2.43], [2.35, 3.13, 0.44], [3.47, 4.23, 2.34], [2.12, 4.89, 4.34], [-0.33, 4.40, 4.43], [-1.43, 3.28, 2.48], [-3.21, 2.60, 0.05], [-4.45, 3.22, -0.09], [-4.51, 4.51, -0.66], [-3.34, 5.17, -1.10], [-2.11, 4.53, -0.96], [-3.14, 1.58, 0.44], [-5.37, 2.71, 0.24], [-5.48, 5.01, -0.76], [-3.38, 6.17, -1.55], [-1.21, 5.01, -1.32], [1.08, 4.28, -1.66], [1.84, 4.69, -2.76], [2.22, 3.74, -3.75], [1.82, 2.41, -3.61], [1.02, 2.03, -2.54], [0.84, 5.00, -0.88], [2.13, 5.74, -2.86], [2.81, 4.04, -4.61], [2.13, 1.66, -4.37], [0.66, 1.01, -2.48], [-2.09, 0.07, -0.10], [-0.92, -0.13, -1.72], [2.81, -0.21, -1.96], [3.33, -0.07, -0.29], [2.39, 0.08, 0.72], [2.80, 0.35, 2.02], [1.61, 0.73, 3.22], [4.16, 0.37, 2.35], [4.65, 0.71, 3.94], [5.14, 0.15, 1.32], [6.77, 0.20, 1.67], [4.71, -0.07, -0.03], [5.82, -0.30, -1.29]], "lowdin_spin": [4.468, 0.238, 0.026, 0.005, 0.000, 0.074, 0.061, 0.023, -0.001, -0.001, 0.004, 0.038, 0.007, 0.069, -0.001, 0.045, 0.001, 0.000, 0.003, -0.001, 0.001, 0.025, 0.004, 0.023, 0.003, 0.016, 0.014, 0.000, 0.001, 0.000, 0.001, 0.024, 0.003, 0.029, 0.001, 0.028, 0.000, 0.001, 0.001, 0.000, 0.010, -0.001, 0.000, -0.002, 0.001, -0.002, 0.000, 0.000, 0.000, 0.000, 0.000, 0.030, 0.003, 0.002, 0.001, -0.001, 0.031, 0.000, 0.000, 0.000, 0.000, 0.000, 0.001, 0.001, 0.002, 0.018, 0.000, 0.000, 0.000, 0.000, 0.018, 0.436, 0.253, 0.001, -0.002, -0.032, -0.002, 0.004, -0.002, -0.001, 0.003, 0.002, -0.001, -0.001]}

***

How do the records compare in total energy? In the order shown, they have -56077.940 -8516.517 -41479.299 -150757.582 eV.